# 1
Formula: C17H13BrN2O6Ti
Source: OMol25
Level of theory: ωB97M-V/def2-TZVPD

LUMO level (alpha / beta): 0.372 / 0.372 eV
HOMO (alpha / beta): -3.21 / -3.20 eV
multiplicity: 2
net charge: -1

XYZ file:
```
40
Properties=species:S:1:pos:R:3:forces:R:3:lowdin_spin:R:1
C -1.018552 -1.257879 -3.899657 -0.4640 -1.1365 0.4952 -0.0031
C -1.374814 -2.379296 -3.066149 -1.3907 0.6212 -0.4571 0.0052
C -2.240147 -1.877125 -1.994036 -1.2881 0.3698 -1.7131 0.0360
H -1.163479 -3.423933 -3.288243 0.1177 0.4184 0.2999 -0.0002
C -2.341422 -0.434771 -2.205720 -0.2346 -0.9018 -1.2538 -0.0001
C -1.620779 -0.100746 -3.395630 -0.3700 -0.3796 0.8447 -0.0062
H -1.573354 0.865746 -3.906937 0.1864 -0.3420 0.6904 0.0000
H -0.490573 -1.291139 -4.851202 0.2435 -0.1194 0.6231 0.0002
H -2.621551 -2.446194 -1.157958 -0.4433 -0.0298 -0.2382 0.0162
H -2.932151 0.289880 -1.662289 0.3188 -0.3902 0.2425 -0.0003
Ti -0.372131 -1.356508 -1.418515 4.1773 2.9232 -0.4391 0.9216
Br 1.127298 -3.219107 -1.060848 -0.1407 -0.2285 0.3284 -0.0043
C 2.447884 0.997672 -1.927244 -0.1742 -0.2130 -1.0777 0.0028
C 1.616003 1.785431 -2.815836 0.0955 -1.4314 -0.1210 -0.0006
C 1.446066 1.044897 -4.044147 1.1307 -0.3597 0.9546 0.0005
H 1.137336 2.745675 -2.573953 0.2400 -0.5308 -0.0923 0.0000
C 2.238563 -0.167809 -3.954286 -0.4441 1.0918 0.7889 0.0082
C 2.889298 -0.175000 -2.659640 -1.3153 0.5084 0.0022 0.0116
H 3.530860 -0.978939 -2.258889 -0.4382 0.5379 -0.2880 0.0000
H 2.644927 1.218292 -0.851010 0.0253 -0.1173 -1.1310 -0.0001
H 0.841938 1.350652 -4.912206 0.3626 -0.1005 0.4371 -0.0001
H 2.270818 -0.952236 -4.730064 0.2012 0.4868 0.5160 -0.0001
O -2.349213 0.260731 0.541982 0.9997 0.5040 0.7562 0.0100
C -1.141656 0.312826 0.771608 0.2240 -1.3493 -1.9531 0.0042
O -0.189707 0.182751 -0.176596 -1.6885 -0.5103 1.9093 -0.0017
C -0.668170 0.364742 2.198713 1.3873 1.5101 -0.1706 0.0000
C -1.413417 1.206453 3.033483 0.2955 -0.6398 0.3978 0.0001
C -0.997158 1.346110 4.369997 1.5059 -1.7478 -1.8489 0.0000
C 0.165641 0.677947 4.814683 -0.0534 0.1776 0.3204 0.0001
C 0.974265 -0.069775 3.944323 -2.4801 1.5157 -1.2059 0.0000
C 0.598376 -0.130670 2.587826 -0.2954 -0.6212 0.6415 0.0001
N 2.095870 -0.818886 4.408212 2.4476 -2.5059 1.2868 0.0000
O 2.333263 -0.843929 5.634161 -0.5965 0.5712 -1.9121 0.0000
O 2.742895 -1.524982 3.603335 -1.4289 1.7756 1.1168 0.0000
N -1.791180 2.101704 5.258650 -1.8595 2.4018 2.1395 0.0000
O -2.784976 2.700798 4.796571 1.6336 -1.1591 0.5642 0.0000
O -1.468686 2.183923 6.458296 -0.2174 -0.4401 -1.8136 0.0000
H -2.287285 1.706423 2.603852 0.2886 -0.2922 0.4814 0.0000
H 0.445896 0.765076 5.852544 -0.0230 -0.0443 0.1054 0.0000
H 1.293206 -0.658822 1.932838 -0.5355 0.1769 -0.2268 0.0000
```
Forces are in eV/Å.

---

# 2
Formula: C30H58ClF9GaN8O3P2
Source: OMol25
Level of theory: ωB97M-V/def2-TZVPD

LUMO level: 0.854 eV
ΔE to the lowest compared entry with this formula, charge and spin: 123.5 kcal/mol
HOMO: -5.66 eV
net charge: -1

XYZ file:
```
112
Properties=species:S:1:pos:R:3:forces:R:3:mulliken_charge:R:1
C 2.331867 2.616298 0.842752 0.0148 -0.4204 -0.3277 0.0318
C 3.673998 2.504322 0.056636 0.4611 1.1333 1.0979 0.0326
Cl 3.414457 2.170661 -1.736073 0.0933 0.0209 0.6682 -0.2559
C 4.713965 1.545278 0.703219 -0.4805 0.1433 -0.9179 -0.9268
Ga 4.077106 -0.385467 0.975164 0.5091 0.1394 -0.1840 -0.6087
C 2.618168 -1.022838 -0.317696 -0.5075 -0.7391 -0.0536 -0.6525
C 1.150066 -0.925177 0.292151 0.8405 -0.3108 -0.1428 -0.8349
C 0.083123 -0.404981 -0.697042 1.7690 -0.1595 -0.4083 0.7639
F -0.129719 -1.411620 -1.626612 -0.6193 0.7007 0.7465 -0.3198
F 0.592428 0.641265 -1.441525 -0.6363 -0.5849 0.5485 -0.2436
C -1.260193 0.128534 -0.069518 0.0826 0.8552 -0.8438 0.3658
F -1.151277 1.498634 0.010927 -0.0912 -1.0283 0.4811 -0.2133
F -2.320598 -0.088775 -0.912744 0.7082 -0.3269 0.7032 -0.3192
C -1.638045 -0.389911 1.360256 -1.2630 0.6683 0.4464 0.6526
F -2.921556 0.066543 1.588379 0.7680 -0.2597 -0.4584 -0.3548
F -0.904934 0.175941 2.349637 0.0105 -0.6221 -1.0162 -0.2039
C -1.704067 -1.961001 1.542419 -0.9535 -0.4399 1.6939 0.4561
F -0.753399 -2.378223 2.400992 -0.2211 0.1462 -1.1954 -0.2350
F -2.881224 -2.263001 2.166959 0.6527 0.2152 -0.5359 -0.3169
F -1.708907 -2.651640 0.398103 0.5648 0.5095 0.4710 -0.0765
C 5.740324 -1.600303 0.599842 1.3216 0.5199 0.2716 -0.6583
C 6.881727 -1.166917 1.511516 -0.6006 -0.6116 -0.4951 0.0209
O 7.305935 -1.851098 2.419894 -0.3126 -0.0981 0.2382 -0.6189
N 7.509956 0.150146 1.299368 0.6651 -0.2352 0.3859 0.3114
C 7.912862 0.716045 2.610730 -0.0815 -0.1446 0.5149 -0.9495
C 8.751228 -0.086207 0.511264 -0.5481 0.2422 -1.0734 -0.9743
C 3.605644 -0.644153 2.957602 -0.5152 -0.8913 2.3850 0.5403
C 2.945266 0.340586 3.788261 0.1664 -0.0219 -0.5349 0.2808
C 2.577059 0.162710 5.150517 0.4502 -0.2134 -1.5010 -0.4255
N 2.832940 -0.987471 5.793877 0.0561 0.6305 -0.6189 -0.6494
C 3.478671 -1.902339 5.067546 0.9208 -1.7841 -0.4811 -0.3453
C 3.901942 -1.862287 3.710580 -1.0260 2.2863 -0.1282 -0.2268
H 2.428975 3.404088 1.625754 -0.0846 -0.6245 -0.4818 0.4786
H 1.451290 2.849139 0.203019 0.7029 0.0147 0.3164 0.1328
H 2.122638 1.637616 1.325595 0.0405 0.6234 -0.1915 -0.9203
H 4.127452 3.527068 0.073436 -0.4483 -0.6828 -0.4387 0.5186
H 5.593337 1.521000 0.016245 -0.4630 0.0597 0.7225 0.4160
H 5.031417 1.985574 1.678758 -0.1740 -0.1973 -0.6407 0.3371
H 2.720243 -0.525971 -1.302672 -0.2023 -0.1299 0.6604 0.4892
H 2.821794 -2.109668 -0.503154 -0.1605 0.8057 0.0596 0.4064
H 0.864169 -1.966697 0.559947 -0.0628 0.7635 -0.0364 0.4005
H 1.237991 -0.350990 1.237685 -0.6728 -0.1019 -0.6157 0.0794
H 5.520405 -2.676213 0.780399 0.2984 0.7001 -0.1773 0.3786
H 6.075479 -1.426112 -0.455159 -0.5303 -0.0557 0.6684 0.3800
H 8.100440 1.812184 2.542801 -0.1146 -0.7325 -0.2577 0.2750
H 8.830250 0.214406 3.003819 -0.5537 0.3348 -0.1294 0.3819
H 7.107939 0.556935 3.361291 0.4608 0.1175 -0.5574 0.2611
H 9.189354 -1.091211 0.712518 0.0125 0.7164 0.1318 0.3347
H 8.483271 -0.049841 -0.573974 0.3034 -0.0790 0.6996 0.2054
H 9.482818 0.734342 0.694611 -0.5096 -0.6851 -0.0245 0.3762
H 2.705296 1.319487 3.323844 0.1290 -0.6415 0.4305 0.1344
H 2.050617 0.985820 5.673629 0.3838 -0.7052 -0.1670 0.3197
H 3.719544 -2.846157 5.608503 -0.2512 0.7021 -0.2319 0.2872
H 4.437325 -2.705731 3.234882 -0.3875 0.5429 0.5368 0.2546
O -0.506168 5.998328 2.104456 2.5572 -1.0469 -3.2554 -0.8336
P -1.537555 6.062341 0.984445 -5.1457 2.4893 5.7965 1.0993
N -1.839784 7.761992 1.174462 0.4598 0.8178 -0.3224 0.0377
C -3.085248 8.455310 0.901654 -0.2935 -0.1476 -0.4558 -0.8087
C -0.736261 8.608780 0.722067 0.3938 -0.2002 0.2623 -1.1204
N -2.702443 5.142487 1.900550 -0.7108 -1.0430 0.1772 0.2880
C -3.709155 5.784013 2.724190 -0.1266 0.3744 -0.3452 -1.2012
C -2.131300 4.025293 2.665831 0.2924 0.0808 -0.1581 -1.1071
N -2.636300 6.031350 -0.414491 2.2795 -1.7771 -1.6868 -0.0477
C -3.655508 4.987160 -0.574682 -0.3009 -0.3925 0.2626 -0.6808
C -1.812624 5.994946 -1.652270 0.0670 0.6374 -0.2140 -1.0345
H -3.295079 8.552459 -0.171890 -0.0412 0.0342 -0.0281 0.2833
H -3.045907 9.466577 1.318224 0.2729 -0.0642 0.0361 0.3729
H -3.946042 7.990140 1.371687 0.0869 -0.2106 -0.0851 0.1430
H -0.734235 8.716775 -0.371988 -0.0132 0.1832 -0.0308 0.3466
H 0.227443 8.193421 1.020467 -0.0967 -0.1199 0.0300 0.3139
H -0.800577 9.607260 1.162058 -0.1261 -0.0415 -0.0008 0.3476
H -3.274269 6.513228 3.419776 -0.0831 0.0733 0.0528 0.3158
H -4.264550 5.046650 3.308164 0.2483 -0.1723 -0.0167 0.4133
H -4.471826 6.273964 2.116999 0.0460 0.1704 -0.0332 0.2831
H -1.695888 4.362420 3.613129 0.0958 -0.0637 -0.0277 0.3305
H -1.353903 3.512128 2.098022 0.0174 0.0708 0.0593 0.1983
H -2.901972 3.282323 2.891058 -0.1403 0.1397 -0.1214 0.3836
H -3.243675 3.981108 -0.468801 -0.1402 -0.0207 -0.0129 0.1191
H -4.115370 5.060813 -1.565731 0.3574 0.2152 -0.1171 0.3714
H -4.475768 5.116094 0.128267 0.2492 -0.0306 0.2029 0.2474
H -1.299188 5.035667 -1.760827 -0.0845 -0.0156 -0.1656 0.3159
H -1.049579 6.778951 -1.632525 0.0040 -0.0063 0.1168 0.2921
H -2.425876 6.171146 -2.537500 -0.0601 -0.0272 0.0835 0.3753
O -2.249039 -5.257500 -5.230439 -2.2943 3.3942 -0.4434 -0.8111
P -3.282772 -5.487823 -4.136012 4.0066 -6.5363 1.9049 0.9791
N -2.151574 -5.494403 -2.829373 0.3308 0.6148 0.3026 0.0971
C -2.286604 -6.208780 -1.572463 -0.5254 -0.0546 0.2603 -0.7297
C -1.567352 -4.179329 -2.548983 0.1947 0.2118 -0.4550 -1.3172
N -3.629761 -7.118013 -4.659416 -0.6654 -0.7872 -0.4254 0.2058
C -2.966228 -8.267443 -4.071964 -0.0110 0.1282 0.4953 -1.1566
C -3.655280 -7.294645 -6.112641 0.0514 0.3091 -0.0084 -1.1416
N -4.636460 -5.584451 -2.985355 -1.5024 2.3801 -1.7352 -0.0135
C -5.757000 -6.510298 -3.184090 -0.1420 -0.4408 -0.1996 -0.9155
C -5.234529 -4.229717 -2.858366 0.3233 0.2790 0.5581 -1.0837
H -3.034639 -5.762230 -0.904670 -0.0006 -0.0024 0.0492 0.2738
H -1.331495 -6.204563 -1.039666 0.0624 0.2003 -0.2059 0.3600
H -2.533714 -7.258616 -1.700484 -0.1620 0.0727 -0.1581 0.1319
H -2.257053 -3.551419 -1.970220 0.1084 0.0308 0.1335 0.3405
H -1.323477 -3.648357 -3.469939 -0.0713 -0.1172 -0.0411 0.3507
H -0.637440 -4.272473 -1.984195 -0.0793 -0.1022 0.0269 0.4231
H -1.874055 -8.164588 -4.078392 0.0477 -0.0779 0.0736 0.3133
H -3.224604 -9.184371 -4.607015 -0.0460 0.1725 -0.2407 0.4135
H -3.306130 -8.448208 -3.051525 0.1077 0.1046 0.1107 0.2734
H -2.647566 -7.405237 -6.528948 -0.0326 0.0816 -0.0972 0.3346
H -4.133981 -6.445467 -6.602657 0.1068 -0.0050 -0.0010 0.3430
H -4.233866 -8.184864 -6.378316 -0.0179 -0.0329 0.2097 0.3614
H -6.192719 -6.431395 -4.182967 -0.0737 -0.1138 0.0520 0.3224
H -6.547176 -6.305410 -2.454365 0.1753 0.3803 0.0359 0.3676
H -5.462960 -7.541402 -3.000325 0.1964 0.0767 -0.2381 0.2501
H -5.753466 -3.935829 -3.775697 -0.1603 0.0220 0.0958 0.3522
H -4.460572 -3.482133 -2.661051 0.0699 -0.0680 -0.0481 0.2896
H -5.936738 -4.186781 -2.024424 0.0237 -0.0918 -0.0257 0.3688
```
Forces are in eV/Å.